# 1
{"formula": "C6H12N2S", "method": "ωB97M-V/def2-TZVPD", "elements": ["C", "C", "C", "C", "N", "N", "H", "H", "H", "H", "H", "H", "C", "C", "S", "H", "H", "H", "H", "H", "H"], "coordinates": [[-1.7966, 1.4554, 1.2182], [-2.1684, -1.0285, 1.3833], [-1.3508, 0.0391, 1.1166], [-0.0853, -1.6715, 1.1082], [-1.3486, -2.1358, 1.3613], [-0.0508, -0.3615, 0.9582], [-3.2438, -1.0567, 1.3938], [-1.6498, -3.0967, 1.2582], [-1.4216, 1.8818, 2.1518], [-2.8645, 1.6089, 1.1405], [0.6941, -2.4079, 1.2279], [-1.4251, 2.0965, 0.4070], [2.7331, 1.4215, -0.9376], [0.4156, 0.9214, -2.5040], [1.4738, 0.1942, -1.3110], [2.4904, 2.4051, -1.3305], [2.7436, 1.5221, 0.1528], [3.7249, 1.1714, -1.3041], [-0.3038, 1.6353, -2.0906], [-0.1865, 0.1416, -2.9759], [0.9474, 1.4535, -3.2952]], "nbo_charge": [-0.640, -0.086, 0.084, 0.180, -0.499, -0.453, 0.239, 0.438, 0.238, 0.239, 0.216, 0.207, -0.811, -0.844, 0.841, 0.258, 0.282, 0.281, 0.278, 0.276, 0.277], "s_squared": 0.75, "charge": 1, "spin_multiplicity": 2, "energy_ev": -20223.912, "e_above_lowest_kj_mol": 0.0, "gap_ha": [0.354, 0.186]}

---

# 2
{"formula": "C6H12N3", "method": "ωB97M-V/def2-TZVPD", "elements": ["C", "C", "C", "C", "C", "C", "N", "N", "N", "H", "H", "H", "H", "H", "H", "H", "H", "H", "H", "H", "H"], "coordinates": [[0.7973, -0.5081, 0.8719], [-0.1394, 0.5883, 0.8452], [-0.5110, -1.7241, -0.9266], [0.7162, -1.7582, -0.0502], [-0.3432, 1.5111, 1.7967], [1.7861, -1.0788, -0.8330], [-0.1646, -0.6891, -1.9884], [1.2236, -0.6884, -2.0368], [-1.5088, 2.5081, 1.5902], [1.5854, -0.4298, 1.5242], [-0.7586, 0.6662, -0.0089], [-0.5673, -2.5447, -1.6804], [-1.4574, -1.2920, -0.4451], [0.9074, -2.7418, 0.3977], [0.0353, 1.6212, 2.7711], [2.8387, -1.0827, -0.8746], [-0.6306, -0.7849, -2.8909], [1.6696, 0.0878, -2.5869], [-1.2692, 3.4555, 1.9146], [-2.3604, 2.2776, 2.0398], [-1.8491, 2.6070, 0.5701]], "nbo_charge": [-0.353, -0.171, -0.242, -0.288, -0.193, 0.112, -0.484, -0.398, -0.687, 0.219, 0.211, 0.233, 0.226, 0.255, 0.222, 0.247, 0.386, 0.406, 0.437, 0.420, 0.440], "charge": 1, "energy_ev": -10875.881, "e_above_lowest_kj_mol": 524.5, "gap_ha": 0.260}

---

# 3
{"formula": "C6H12N3O2", "method": "ωB97M-V/def2-TZVPD", "elements": ["C", "C", "C", "C", "C", "C", "N", "N", "N", "O", "O", "H", "H", "H", "H", "H", "H", "H", "H", "H", "H", "H", "H"], "coordinates": [[0.2060, -0.4077, -0.4938], [-0.2726, 0.7406, 0.1470], [-0.1816, -0.3472, -1.8648], [-1.6805, 2.7255, -0.6718], [0.3890, 0.6220, 2.4335], [1.0267, -1.5877, -0.0848], [-0.9922, 0.7791, -2.0001], [-0.9411, 1.4705, -0.7914], [0.7125, -2.7593, -0.9948], [0.0486, -1.2716, -2.6946], [-0.0918, 1.3580, 1.3220], [-1.1600, 3.3338, -1.3068], [-2.6769, 2.8379, -0.9564], [-1.4513, 3.1602, 0.4075], [0.4337, 1.3135, 3.3910], [1.3477, 0.4076, 2.2434], [-0.1888, -0.4092, 2.6642], [0.8597, -1.7089, 0.9089], [2.1578, -1.2640, -0.1263], [-0.9842, 1.2671, -2.8900], [0.5606, -2.2103, -2.0405], [0.0678, -3.4283, -0.6073], [1.4545, -3.3918, -1.2292]], "nbo_charge": [-0.344, 0.579, 0.607, -0.420, -0.256, -0.225, -0.388, -0.180, -0.759, -0.650, -0.465, 0.208, 0.234, 0.256, 0.240, 0.175, 0.192, 0.223, 0.230, 0.431, 0.470, 0.423, 0.420], "charge": 1, "energy_ev": -14972.986, "e_above_lowest_kj_mol": 332.0, "gap_ha": 0.360}

---

# 4
{"formula": "C6H12N3O2", "method": "ωB97M-V/def2-TZVPD", "elements": ["C", "C", "C", "C", "C", "C", "N", "N", "N", "O", "O", "H", "H", "H", "H", "H", "H", "H", "H", "H", "H", "H", "H"], "coordinates": [[-2.1978, -0.6566, -0.5394], [-1.4018, -0.7050, 0.5367], [-0.8124, 0.6062, 1.1117], [-0.5957, 1.6955, 0.1759], [0.4989, 1.3561, -0.8630], [1.7935, 0.8740, -0.2330], [-3.1907, -0.6598, -1.1655], [2.2018, -0.3152, -0.4227], [-0.4958, -1.8742, 0.7442], [1.4854, -1.2447, -0.9427], [3.3895, -0.7028, 0.0905], [-1.5113, 0.9036, 1.9274], [0.0349, 0.2478, 1.6958], [-1.4101, 1.9921, -0.3377], [-0.3105, 2.6210, 0.6610], [0.1106, 0.5519, -1.4748], [0.8767, 2.2493, -1.2988], [2.4495, 1.6960, 0.1128], [-3.4508, -0.5219, -2.0832], [3.2390, -1.6988, 0.0222], [-0.8670, -2.7644, 0.4514], [-0.2561, -1.9849, 1.7046], [0.4203, -1.6653, 0.1264]], "nbo_charge": [0.137, 0.225, -0.478, -0.404, -0.447, 0.057, -0.498, 0.324, -0.780, -0.593, -0.478, 0.275, 0.207, 0.235, 0.236, 0.240, 0.250, 0.242, 0.426, 0.502, 0.440, 0.420, 0.463], "s_squared": 2.02, "charge": 1, "spin_multiplicity": 3, "energy_ev": -14966.745, "e_above_lowest_kj_mol": 380.3, "gap_ha": [0.225, 0.284]}

---

# 5
{"formula": "C6H12N3OS", "method": "ωB97M-V/def2-TZVPD", "elements": ["C", "C", "C", "C", "C", "C", "N", "N", "N", "O", "S", "H", "H", "H", "H", "H", "H", "H", "H", "H", "H", "H", "H"], "coordinates": [[-1.5642, 1.4036, -0.9555], [-2.1661, 0.3298, -0.4322], [0.5690, 1.0980, 0.1773], [-0.1860, -1.2863, 0.3777], [1.7704, 1.9617, 0.4543], [-0.0345, -2.0473, -0.9694], [-0.2021, 1.5476, -0.8194], [0.4643, -0.1154, 0.8062], [-0.6923, -2.0118, 1.4483], [1.3419, -2.3867, -1.0916], [-3.7100, -0.0151, 0.1112], [-1.9762, 2.0899, -1.7519], [2.7079, 1.4423, 0.1809], [1.8552, 2.1486, 1.5729], [1.6795, 2.9751, -0.1355], [-0.3789, -1.4435, -1.8523], [-0.5578, -3.0304, -1.0350], [0.0672, 2.3718, -1.4124], [0.7307, -0.1827, 1.8096], [-0.6475, -1.6427, 2.3542], [-1.3279, -2.7444, 1.2703], [1.6462, -3.2738, -0.7960], [-4.6787, 0.9984, -0.0576]], "nbo_charge": [-0.228, -0.357, 0.446, 0.542, -0.668, -0.130, -0.453, -0.575, -0.746, -0.722, 0.140, 0.223, 0.256, 0.250, 0.245, 0.236, 0.223, 0.447, 0.422, 0.399, 0.424, 0.503, 0.122], "charge": 1, "energy_ev": -23758.917, "e_above_lowest_kj_mol": 361.9, "gap_ha": [0.244, 0.239]}

---

# 6
{"formula": "C6H12N3S", "method": "ωB97M-V/def2-TZVPD", "elements": ["C", "N", "N", "N", "C", "C", "C", "C", "C", "S", "H", "H", "H", "H", "H", "H", "H", "H", "H", "H", "H", "H"], "coordinates": [[-1.1844, 1.6279, 3.5875], [-0.7242, 0.8608, 2.6746], [0.0824, 0.8726, 1.7568], [-0.0618, 0.8654, 0.5209], [1.0609, 0.5841, -0.3597], [1.0084, -0.7868, -0.9767], [1.0215, -1.9439, -0.0338], [-0.1774, -0.9099, -1.9566], [-1.0204, 0.4122, -1.8854], [-1.5926, 1.0449, -0.3393], [-0.9198, 2.6897, 3.5366], [-1.8387, 1.3306, 4.4605], [1.8932, 0.5494, 0.3214], [1.1820, 1.4367, -0.9818], [1.8381, -0.6115, -1.7081], [0.6368, -2.6718, -0.6926], [0.3283, -1.6802, 0.8047], [1.8702, -2.3221, 0.4897], [-0.7617, -1.6873, -1.4228], [0.0416, -1.0851, -2.9314], [-0.6829, 1.2717, -2.5057], [-1.9994, 0.1525, -2.3585]], "nbo_charge": [-0.029, -0.144, 0.119, -0.176, -0.238, -0.231, -0.618, -0.381, -0.610, 0.482, 0.204, 0.248, 0.246, 0.237, 0.242, 0.229, 0.201, 0.246, 0.219, 0.237, 0.242, 0.275], "smiles": "C=[N+]=NN1C[C@@H](C)CCS1", "charge": 1, "energy_ev": -21711.214, "e_above_lowest_kj_mol": 414.2, "gap_ha": 0.332}

---

Please write out number 5 again, unchanged.
{"formula": "C6H12N3OS", "method": "ωB97M-V/def2-TZVPD", "elements": ["C", "C", "C", "C", "C", "C", "N", "N", "N", "O", "S", "H", "H", "H", "H", "H", "H", "H", "H", "H", "H", "H", "H"], "coordinates": [[-1.5642, 1.4036, -0.9555], [-2.1661, 0.3298, -0.4322], [0.5690, 1.0980, 0.1773], [-0.1860, -1.2863, 0.3777], [1.7704, 1.9617, 0.4543], [-0.0345, -2.0473, -0.9694], [-0.2021, 1.5476, -0.8194], [0.4643, -0.1154, 0.8062], [-0.6923, -2.0118, 1.4483], [1.3419, -2.3867, -1.0916], [-3.7100, -0.0151, 0.1112], [-1.9762, 2.0899, -1.7519], [2.7079, 1.4423, 0.1809], [1.8552, 2.1486, 1.5729], [1.6795, 2.9751, -0.1355], [-0.3789, -1.4435, -1.8523], [-0.5578, -3.0304, -1.0350], [0.0672, 2.3718, -1.4124], [0.7307, -0.1827, 1.8096], [-0.6475, -1.6427, 2.3542], [-1.3279, -2.7444, 1.2703], [1.6462, -3.2738, -0.7960], [-4.6787, 0.9984, -0.0576]], "nbo_charge": [-0.228, -0.357, 0.446, 0.542, -0.668, -0.130, -0.453, -0.575, -0.746, -0.722, 0.140, 0.223, 0.256, 0.250, 0.245, 0.236, 0.223, 0.447, 0.422, 0.399, 0.424, 0.503, 0.122], "charge": 1, "energy_ev": -23758.917, "e_above_lowest_kj_mol": 361.9, "gap_ha": [0.244, 0.239]}